Here is the ion C3H7N4 with charge +1 in a non-equilibrium geometry from the Open Molecules 2025 dataset. Energies are from wB97M-V/def2-TZVPD.

Element x y z (Å)
N (-1.2025, -1.1185, -0.7771)
N (-1.1669, -0.4167, 0.2217)
H (-0.9032, -1.4245, -2.7352)
N (1.5488, 0.1906, -1.4461)
H (-0.1554, 1.3900, -0.3547)
C (-0.3696, 0.8457, 0.5312)
N (0.6180, -0.2481, -1.8610)
H (1.7230, -0.2446, 0.8678)
H (-0.8470, 1.6365, 1.2774)
C (-0.4736, -0.9435, -1.8900)
H (1.3820, 1.2827, 1.7614)
H (0.7090, -0.4772, 2.0286)
H (-1.7729, -0.8120, 1.0604)
C (0.9102, 0.3397, 1.3156)

The calculation puts the energy above the lowest of the compared OMol25 structures with the same formula, charge and spin at 111.90 kcal/mol. Its SMILES is CCN/N=C\[N+]#N. The LUMO energy comes out at -0.20388 Eh. As for the net charge: +1. For the calculated total energy, the calculation gives -337.1259 a.u.